# 1
{
  "formula": "C6H16NO",
  "method": "ωB97M-V/def2-TZVPD",
  "species": ["C", "C", "C", "C", "C", "C", "N", "H", "H", "H", "H", "H", "H", "H", "H", "H", "H", "H", "H", "H", "H", "H", "H", "O"],
  "positions_angstrom": [[-0.2423, -0.9835, 1.0169], [-0.7071, -0.3016, -0.2928], [0.0285, 1.0221, -0.4475], [1.0251, 1.1158, -1.3279], [-0.3033, 2.0815, 0.5615], [-0.7181, 3.3760, -0.1237], [1.0405, -1.7235, 0.7243], [-0.9883, -1.7316, 1.3350], [-0.0597, -0.3031, 1.8506], [-1.7812, -0.1866, -0.3619], [-0.6170, -0.9731, -1.1558], [1.6543, 1.9627, -1.4663], [1.2946, 0.2249, -2.0200], [-0.8625, 1.8293, 1.4797], [0.7130, 2.1368, 1.0926], [-1.7999, 3.1822, -0.2343], [-0.5914, 4.3296, 0.3977], [-0.1697, 3.5671, -1.0338], [1.8352, -1.0782, 0.8422], [0.9300, -1.9645, -0.2566], [1.0515, -2.5634, 1.3021], [-0.3985, -4.7091, 0.0261], [-0.4130, -4.2313, -1.3649], [0.0794, -4.0784, -0.5431]],
  "atomic_forces_ev_per_a": [[-1.33, -0.29, -0.37], [0.15, 0.28, 0.07], [-0.35, -1.50, -0.25], [0.07, -2.22, -1.08], [3.42, 0.66, 1.59], [-1.01, 0.10, 0.73], [-0.66, 0.99, 0.17], [0.46, 0.23, -0.09], [-0.10, 0.01, -0.24], [-0.41, 0.44, 0.86], [0.81, -0.09, 0.10], [0.24, 0.69, 0.09], [-0.69, 1.60, 1.17], [-0.75, -0.28, -1.05], [-0.93, 0.75, -0.68], [0.36, 0.82, -0.82], [-0.11, -0.50, 0.67], [-0.25, -0.47, -0.54], [-0.12, -0.64, 0.01], [0.54, -0.67, -0.12], [0.68, 0.05, -0.23], [0.49, 0.26, 0.09], [0.41, 0.29, -0.13], [-0.94, -0.50, 0.06]],
  "orbital_gap_ev": 9.746,
  "multiplicity": 1,
  "charge": 1,
  "e_homo_ha": -0.476
}


# 2
{
  "formula": "C12H20Cl3IrNO5",
  "method": "ωB97M-V/def2-TZVPD",
  "species": ["Ir", "C", "C", "O", "C", "C", "O", "C", "C", "O", "C", "C", "O", "C", "C", "O", "H", "H", "H", "H", "H", "H", "H", "H", "H", "H", "H", "H", "H", "H", "H", "H", "H", "H", "H", "H", "Cl", "C", "Cl", "Cl", "C", "N"],
  "positions_angstrom": [[0.0098, -0.0245, 0.2167], [0.8290, -1.2279, -2.1580], [-0.2545, -2.1820, -1.6772], [-1.0154, -1.5670, -0.5669], [-2.4607, -1.3723, -0.5610], [-2.7381, -0.7782, 0.8075], [-1.8320, 0.3530, 1.1017], [-2.3104, 1.6892, 0.7591], [-2.0450, 1.9534, -0.7058], [-0.6732, 1.5226, -1.0356], [0.3255, 2.5958, -1.1469], [1.0430, 2.7503, 0.1746], [1.4263, 1.4331, 0.6783], [2.7381, 0.9101, 0.2517], [2.6447, 0.2016, -1.0879], [1.5049, -0.7097, -0.9566], [0.4323, -0.3791, -2.7184], [1.5536, -1.7708, -2.7660], [0.1734, -3.0902, -1.2573], [-0.9369, -2.4336, -2.4884], [-2.9490, -2.3433, -0.6507], [-2.7445, -0.7387, -1.4011], [-2.5328, -1.5023, 1.5934], [-3.7670, -0.4327, 0.8962], [-1.7622, 2.3587, 1.4190], [-3.3716, 1.7623, 0.9965], [-2.1507, 3.0118, -0.9383], [-2.6993, 1.3943, -1.3701], [-0.1740, 3.5183, -1.4387], [0.9815, 2.3000, -1.9618], [0.4112, 3.1792, 0.9501], [1.9353, 3.3682, 0.0762], [3.0264, 0.2201, 1.0423], [3.4503, 1.7335, 0.2242], [3.5394, -0.3946, -1.2671], [2.4780, 0.8670, -1.9346], [0.9820, -2.2881, 5.0039], [1.4553, -2.9693, 3.4593], [0.6740, -4.5123, 3.1416], [3.2030, -3.0641, 3.2785], [0.9808, -2.0336, 2.4118], [0.6192, -1.3082, 1.6057]],
  "atomic_forces_ev_per_a": [[-0.06, 0.07, 0.03], [0.04, 0.04, -0.02], [-0.06, -0.09, 0.05], [0.00, 0.09, -0.07], [0.00, -0.06, -0.02], [-0.01, 0.00, 0.02], [0.02, 0.07, 0.04], [-0.01, -0.01, -0.04], [0.00, 0.00, 0.05], [0.01, 0.00, -0.04], [0.00, 0.01, 0.00], [0.01, 0.02, -0.02], [-0.05, -0.03, 0.02], [0.02, -0.01, 0.00], [-0.01, 0.02, 0.00], [0.05, -0.07, -0.01], [0.00, 0.00, 0.00], [0.01, 0.00, 0.01], [-0.02, -0.01, -0.02], [0.01, 0.02, -0.02], [0.01, 0.00, 0.00], [0.00, -0.01, 0.01], [0.00, 0.00, -0.01], [0.00, 0.01, 0.01], [0.00, 0.00, 0.00], [0.00, -0.01, -0.01], [0.01, 0.00, -0.01], [0.00, -0.01, 0.02], [-0.01, 0.00, 0.01], [-0.01, 0.01, 0.02], [0.00, -0.01, 0.00], [0.00, 0.00, 0.00], [0.00, 0.00, 0.00], [0.00, 0.00, -0.01], [0.00, 0.00, 0.00], [-0.01, -0.01, 0.02], [0.00, 0.00, 0.01], [-0.02, 0.02, -0.03], [0.00, 0.00, 0.00], [0.01, 0.00, 0.00], [-0.01, 0.00, 0.04], [0.08, -0.05, -0.03]],
  "orbital_gap_ev": 9.240,
  "multiplicity": 1,
  "charge": 3,
  "e_homo_ha": -0.712
}


# 3
{
  "formula": "C7H7N3",
  "method": "ωB97M-V/def2-TZVPD",
  "species": ["N", "C", "C", "C", "C", "N", "N", "C", "C", "C", "H", "H", "H", "H", "H", "H", "H"],
  "positions_angstrom": [[-0.6598, 2.7220, 0.6816], [-0.5460, 1.3956, 0.2773], [-0.9550, 0.9935, -1.0090], [-0.7833, -0.3161, -1.4609], [0.0423, -1.1380, -0.5930], [0.6496, -2.3714, -0.6943], [1.4029, -2.8077, 0.2411], [1.4592, -1.8270, 1.0605], [0.6487, -0.7228, 0.6401], [0.3334, 0.5998, 0.9841], [-1.0598, 3.4378, 0.0566], [-1.1729, 2.9373, 1.5139], [-1.5097, 1.6270, -1.6863], [-1.0868, -0.6835, -2.3980], [0.3391, -3.0814, -1.3386], [2.1222, -1.7606, 1.8983], [0.7761, 0.9955, 1.8263]],
  "atomic_forces_ev_per_a": [[-0.84, 2.54, -0.05], [1.34, -0.21, -1.07], [-0.97, -1.81, -0.64], [2.30, -0.05, 2.83], [1.21, -0.20, 1.15], [-3.63, -1.42, -5.33], [1.29, -0.60, 1.22], [0.50, 2.79, 2.28], [-1.73, 0.88, -1.94], [-0.57, -1.04, -0.10], [0.54, -1.18, -0.36], [0.08, -0.70, 0.86], [-0.08, 0.43, 0.27], [-0.45, -0.17, -1.01], [0.06, 0.15, -0.28], [0.14, -0.50, 0.36], [0.83, 1.07, 1.80]],
  "orbital_gap_ev": 8.777,
  "multiplicity": 1,
  "charge": 0,
  "smiles": "Nc1ccc2[nH]ncc2c1",
  "e_homo_ha": -0.287
}


# 4
{
  "formula": "CH20Ni2O13",
  "method": "ωB97M-V/def2-TZVPD",
  "species": ["Ni", "Ni", "C", "O", "O", "O", "O", "H", "H", "O", "H", "H", "O", "H", "H", "O", "H", "H", "O", "H", "H", "O", "H", "H", "O", "H", "H", "O", "H", "H", "O", "H", "H", "O", "H", "H"],
  "positions_angstrom": [[-2.1922, 0.0072, 1.1206], [0.0750, 2.6319, 2.4473], [0.0238, 0.5927, 0.0797], [-0.8028, -0.3504, -0.2316], [1.1721, 0.7108, -0.3424], [-0.4838, 1.2486, 1.1115], [-3.3546, -1.5451, 0.6322], [-3.8336, -1.5929, -0.2109], [-3.6704, -2.2991, 1.1526], [1.2085, -2.7762, 0.5209], [1.3589, -1.9653, 0.0219], [1.7162, -2.6660, 1.3333], [-1.3809, -1.2494, 2.5415], [-1.8176, -1.5425, 3.3571], [-0.4373, -1.2279, 2.7547], [-0.7007, 4.1530, 1.2832], [-1.2973, 4.8637, 1.5695], [-0.6333, 4.2363, 0.3169], [-1.5200, -2.0989, -2.1626], [-1.2571, -1.3961, -1.5438], [-1.4662, -1.7184, -3.0459], [2.7053, 1.7463, -2.4352], [3.5077, 1.3067, -2.7392], [2.1592, 1.0488, -2.0562], [1.7988, 2.6792, 1.2950], [1.8395, 1.9354, 0.6363], [2.3927, 3.3673, 0.9535], [-0.6435, 1.7632, -2.8075], [0.1632, 1.6246, -2.3037], [-0.8472, 0.9067, -3.1970], [3.5426, -0.3652, 0.4809], [3.6924, -1.1033, -0.1217], [2.6797, 0.0062, 0.2364], [-1.4380, -3.7769, 0.0968], [-1.7208, -3.7478, -0.8250], [-0.5382, -3.4073, 0.0805]],
  "atomic_forces_ev_per_a": [[1.22, -1.62, -0.73], [1.18, 0.16, -3.42], [0.21, -2.64, -0.11], [-0.20, 0.92, -0.05], [-0.82, 0.88, 0.17], [-1.18, 2.01, 2.61], [-0.75, 0.67, -0.13], [0.24, -0.02, -0.03], [0.42, -0.05, 0.04], [-0.11, 0.43, 0.20], [0.10, -0.12, -0.07], [0.20, -0.20, -0.13], [-0.19, 0.53, 0.54], [-0.05, -0.12, -0.18], [0.01, -0.20, -0.31], [-0.32, 0.08, 0.73], [0.12, -0.05, 0.04], [0.22, -0.32, 0.10], [-0.19, 0.36, -0.01], [0.07, -0.40, -0.44], [-0.02, -0.19, -0.03], [-0.14, -0.01, 0.19], [-0.03, 0.09, -0.07], [0.37, -0.05, -0.13], [-0.24, 0.06, 0.63], [-0.26, -0.04, -0.09], [-0.10, 0.13, 0.38], [-0.30, -0.02, 0.49], [0.25, 0.06, -0.37], [0.05, 0.09, -0.15], [-0.41, 0.01, 0.19], [0.14, 0.08, 0.02], [0.65, -0.39, -0.15], [-0.04, 0.26, 0.14], [0.12, -0.05, -0.01], [-0.23, -0.34, 0.11]],
  "orbital_gap_ev": [5.636, 4.747],
  "multiplicity": 5,
  "charge": 2,
  "e_homo_ha": [-0.566, -0.566]
}


In order of appearance, total energy = -10011.5885; -64870.4866; -11841.5571; -110048.7062 eV.